No. 1
A structure of composition C3H7N5, computed with the ωB97M-V functional and the def2-TZVPD basis.

Computed properties:
- E: -392.0880 hartree
- Charge: 0
- Gap between HOMO and LUMO: 8.374 eV
- Max |F|: 3.7 eV/A
- Relative energy (zero: lowest compared OMol25 entry of this formula, charge and spin): 5.743 eV

Each line ends with the Löwdin charge.
Cartesian coordinates (Å):
1 H 1.452 -0.493 2.064  0.081
2 N -0.903 -0.784 -1.059  -0.032
3 H 1.816 1.146 1.794  0.079
4 H -1.450 -1.626 -0.914  0.120
5 H -1.739 0.574 1.437  0.063
6 N -0.811 1.035 -1.869  0.045
7 C -1.549 1.170 0.559  0.086
8 H -1.638 2.241 0.626  0.069
9 H 1.103 -1.908 0.313  0.072
10 N 1.318 0.329 1.474  -0.035
11 C 1.240 -1.049 -0.350  -0.120
12 N -0.858 -0.152 -2.326  0.036
13 C -1.094 0.621 -0.553  -0.396
14 N 1.468 0.147 0.132  -0.135
15 H 1.644 -1.251 -1.328  0.067

=====

No. 2
An isolated molecule of C3H7N5, computed with the ωB97M-V functional and the def2-TZVPD basis.

Computed properties:
- E: -392.1430 hartree
- Charge: 0
- Gap between HOMO and LUMO: 8.900 eV
- Max |F|: 5.5 eV/A
- Relative energy (zero: lowest compared OMol25 entry of this formula, charge and spin): 4.246 eV

Each line ends with the Löwdin charge.
Cartesian coordinates (Å):
1 N 0.252 -0.690 0.928  0.041
2 C 1.169 0.086 1.200  -0.170
3 C -1.430 -1.654 -0.667  -0.331
4 H -2.143 -1.239 -1.525  0.152
5 N -1.699 -2.719 -0.059  0.070
6 H -0.450 2.760 -1.568  0.187
7 H -0.571 0.119 -0.823  0.070
8 N -0.467 -0.733 -0.256  -0.036
9 C 1.669 1.300 0.413  -0.130
10 H 2.704 1.458 0.562  0.069
11 H -0.678 2.202 0.279  0.147
12 H -2.483 -3.137 -0.537  0.026
13 N 1.171 2.028 -0.556  -0.090
14 N -0.163 2.032 -0.670  -0.105
15 H 1.519 0.025 2.230  0.099

=====

Copy entry 1 word for word.
A structure of composition C3H7N5, computed with the ωB97M-V functional and the def2-TZVPD basis.

Computed properties:
- E: -392.0880 hartree
- Charge: 0
- Gap between HOMO and LUMO: 8.374 eV
- Max |F|: 3.7 eV/A
- Relative energy (zero: lowest compared OMol25 entry of this formula, charge and spin): 5.743 eV

Each line ends with the Löwdin charge.
Cartesian coordinates (Å):
1 H 1.452 -0.493 2.064  0.081
2 N -0.903 -0.784 -1.059  -0.032
3 H 1.816 1.146 1.794  0.079
4 H -1.450 -1.626 -0.914  0.120
5 H -1.739 0.574 1.437  0.063
6 N -0.811 1.035 -1.869  0.045
7 C -1.549 1.170 0.559  0.086
8 H -1.638 2.241 0.626  0.069
9 H 1.103 -1.908 0.313  0.072
10 N 1.318 0.329 1.474  -0.035
11 C 1.240 -1.049 -0.350  -0.120
12 N -0.858 -0.152 -2.326  0.036
13 C -1.094 0.621 -0.553  -0.396
14 N 1.468 0.147 0.132  -0.135
15 H 1.644 -1.251 -1.328  0.067

=====

> gap between HOMO and LUMO of number 1 (C3H7N5)?

8.374 eV

=====

> Look up the gap between HOMO and LUMO of the first one.

8.374 eV